246
Properties=species:S:1:pos:R:3 method="wB97M-V/def2-TZVPD" largest_force_ha_per_bohr=0.073 charge=0 relative_energy_ev=3.959 smiles=COC[C@H](C)N.COC[C@H](C)N.COC[C@H](C)N.COC[C@H](C)N.COC[C@H](C)N.COC[C@H](C)N.COCCNCCOC.COCCNCCOC.COCCNCCOC.COCCNCCOC.COCCNCCOC.COCCNCCOC
C 3.100 1.308 -4.019
O 3.319 2.485 -3.270
C 3.968 3.551 -3.934
C 5.431 3.363 -4.335
C 6.198 2.912 -3.109
N 5.903 4.725 -4.709
H 3.963 0.648 -4.018
H 2.817 1.518 -5.060
H 2.342 0.651 -3.580
H 3.415 3.770 -4.910
H 3.818 4.492 -3.360
H 5.635 2.704 -5.209
H 7.210 2.802 -3.391
H 5.976 1.881 -2.834
H 6.045 3.624 -2.288
H 6.755 4.626 -5.216
H 5.238 5.137 -5.359
C -4.392 3.210 -0.317
O -3.548 2.889 0.790
C -2.964 4.067 1.325
C -2.285 3.790 2.743
C -1.268 4.904 3.220
N -1.543 2.541 2.676
H -3.735 3.506 -1.130
H -5.059 4.022 -0.091
H -4.948 2.368 -0.592
H -2.085 4.273 0.692
H -3.658 4.836 1.186
H -3.130 3.629 3.482
H -1.726 5.831 3.513
H -0.477 5.072 2.458
H -0.860 4.525 4.153
H -2.175 1.908 2.234
H -0.835 2.660 1.955
C -4.567 -3.535 -1.009
O -3.189 -3.965 -1.041
C -2.916 -4.779 -2.240
C -1.707 -5.561 -2.079
C -0.449 -4.655 -1.995
N -1.536 -6.490 -3.212
H -5.172 -4.455 -0.724
H -4.792 -3.187 -1.985
H -4.718 -2.729 -0.279
H -3.785 -5.410 -2.261
H -2.791 -4.146 -3.129
H -1.784 -6.174 -1.212
H -0.592 -3.910 -1.199
H -0.321 -4.171 -3.001
H 0.399 -5.332 -1.725
H -1.476 -5.855 -3.974
H -2.466 -6.941 -3.304
C 4.697 -3.450 0.384
O 3.306 -3.176 0.404
C 2.741 -3.723 1.557
C 1.214 -3.806 1.528
C 0.672 -2.421 1.138
N 0.772 -4.082 2.908
H 4.910 -4.576 0.362
H 5.097 -3.026 1.285
H 5.155 -3.050 -0.469
H 3.158 -4.698 1.702
H 3.120 -3.060 2.419
H 0.766 -4.483 0.797
H -0.410 -2.344 1.261
H 0.983 -2.213 0.163
H 1.058 -1.653 1.810
H 0.980 -5.006 3.248
H 1.104 -3.376 3.568
C 6.601 -0.866 -3.792
O 6.137 -0.644 -2.459
C 7.185 -0.422 -1.510
C 6.702 0.338 -0.314
C 7.914 0.419 0.571
N 5.612 -0.403 0.299
H 7.272 -1.749 -3.773
H 7.130 -0.003 -4.107
H 5.719 -1.038 -4.421
H 7.538 -1.405 -1.186
H 8.009 0.102 -2.060
H 6.387 1.399 -0.626
H 8.172 -0.546 0.947
H 7.724 1.023 1.402
H 8.826 0.907 0.044
H 4.902 -0.642 -0.467
H 5.105 0.139 0.939
C -0.864 -1.008 -2.727
O 0.129 -0.209 -2.258
C -0.187 0.451 -0.986
C 0.941 1.467 -0.716
C 2.187 0.888 -0.043
N 0.391 2.472 0.178
H -1.820 -0.413 -2.861
H -1.074 -1.801 -2.005
H -0.575 -1.554 -3.641
H -1.153 1.037 -1.032
H -0.362 -0.319 -0.255
H 1.336 1.827 -1.679
H 2.728 0.098 -0.633
H 1.889 0.307 0.824
H 2.871 1.682 0.302
H 1.056 3.176 0.384
H -0.185 3.060 -0.401
C 2.518 -2.671 -3.355
O 1.740 -2.738 -4.539
C 1.695 -4.035 -5.102
C 0.774 -4.076 -6.294
N -0.566 -3.829 -5.905
C -1.518 -3.831 -6.990
C -2.935 -3.735 -6.491
O -3.049 -2.671 -5.623
C -4.373 -2.198 -5.651
H 2.199 -3.458 -2.657
H 2.302 -1.750 -2.792
H 3.591 -2.679 -3.467
H 1.352 -4.790 -4.409
H 2.658 -4.430 -5.457
H 0.922 -5.162 -6.603
H 1.218 -3.511 -7.140
H -0.590 -3.049 -5.227
H -1.559 -4.770 -7.553
H -1.334 -3.008 -7.740
H -3.241 -4.709 -6.067
H -3.592 -3.658 -7.399
H -5.149 -3.005 -5.550
H -4.617 -1.698 -6.614
H -4.368 -1.405 -4.895
C -7.833 -1.365 6.066
O -7.238 -0.866 4.891
C -8.093 -0.807 3.779
C -7.265 -0.499 2.571
N -8.075 -0.673 1.369
C -7.937 0.141 0.191
C -6.744 -0.402 -0.615
O -6.240 0.614 -1.430
C -5.267 0.144 -2.324
H -8.362 -0.589 6.584
H -7.039 -1.668 6.782
H -8.468 -2.269 5.964
H -8.824 0.004 3.869
H -8.525 -1.759 3.631
H -6.400 -1.209 2.548
H -6.888 0.481 2.485
H -9.030 -0.955 1.596
H -7.806 1.214 0.361
H -8.889 0.022 -0.435
H -7.103 -1.240 -1.194
H -5.854 -0.718 0.032
H -5.007 1.051 -2.882
H -5.699 -0.664 -2.897
H -4.411 -0.271 -1.756
C 6.248 6.415 0.728
O 5.150 5.737 1.234
C 5.201 4.356 1.615
C 4.152 4.102 2.706
N 4.386 5.146 3.753
C 3.480 4.885 4.908
C 4.182 4.041 6.014
O 3.305 3.845 7.089
C 2.484 2.670 7.119
H 7.095 6.059 1.309
H 6.053 7.418 0.978
H 6.419 6.295 -0.319
H 6.168 3.994 1.965
H 5.075 3.728 0.703
H 4.424 3.187 3.263
H 3.147 4.134 2.234
H 4.236 6.103 3.424
H 2.562 4.262 4.649
H 3.240 5.885 5.342
H 5.136 4.508 6.488
H 4.464 3.111 5.567
H 3.065 1.834 7.370
H 1.948 2.474 6.170
H 1.696 2.853 7.863
C 6.195 0.875 4.703
O 4.922 0.915 4.140
C 3.994 -0.104 4.616
C 2.701 0.116 3.865
N 1.658 -0.803 4.411
C 0.357 -0.217 4.085
C -0.762 -1.011 4.736
O -0.596 -1.079 6.132
C -0.413 -2.359 6.666
H 6.853 0.033 4.352
H 6.163 0.838 5.792
H 6.662 1.835 4.405
H 3.867 0.041 5.723
H 4.374 -1.146 4.377
H 2.807 -0.087 2.823
H 2.389 1.118 3.985
H 1.841 -0.989 5.415
H 0.159 -0.170 3.000
H 0.211 0.833 4.350
H -0.680 -2.048 4.383
H -1.769 -0.600 4.470
H -0.984 -3.151 6.183
H -0.894 -2.417 7.599
H 0.643 -2.688 6.615
C -3.037 -0.919 1.376
O -3.707 -1.765 2.262
C -3.145 -3.072 2.363
C -4.024 -3.968 3.072
N -5.194 -4.259 2.175
C -6.408 -4.811 2.905
C -7.544 -5.133 1.934
O -8.011 -3.863 1.448
C -8.786 -4.143 0.262
H -3.584 0.004 1.320
H -2.987 -1.331 0.336
H -2.012 -0.719 1.721
H -2.219 -2.932 2.903
H -2.900 -3.377 1.341
H -4.213 -3.483 3.979
H -3.536 -4.921 3.259
H -5.474 -3.436 1.625
H -6.740 -4.132 3.610
H -6.231 -5.693 3.440
H -8.285 -5.688 2.488
H -7.164 -5.830 1.139
H -8.087 -4.373 -0.557
H -9.366 -3.256 0.124
H -9.363 -5.052 0.444
C -0.222 1.228 -5.901
O -1.387 1.804 -5.452
C -1.202 2.485 -4.196
C -0.356 3.694 -4.167
N -0.224 4.171 -2.749
C 1.035 4.818 -2.447
C 0.892 5.798 -1.323
O 2.183 6.212 -0.983
C 2.294 7.234 -0.022
H 0.108 0.429 -5.154
H 0.610 1.954 -6.025
H -0.473 0.791 -6.873
H -0.802 1.884 -3.319
H -2.306 2.641 -3.825
H -0.616 4.510 -4.801
H 0.644 3.512 -4.592
H -1.001 4.717 -2.459
H 1.494 5.333 -3.344
H 1.756 4.124 -2.091
H 0.281 5.401 -0.478
H 0.276 6.741 -1.611
H 1.977 6.896 1.003
H 1.568 7.982 -0.285
H 3.250 7.610 0.130